Entry 1:
Here is C29H29ClInN2OP as an isolated structure from OMol25. Energies are from ωB97M-V with the def2-TZVPD basis set.

Cartesian coordinates (Å):
In  0.08804  -0.24430  0.07023
Cl  0.13229  1.53757  1.70381
P  0.19124  1.10979  -2.08369
C  -1.22388  0.29584  -2.88731
C  -1.04873  -0.56375  -3.97850
C  -2.16632  -1.22390  -4.49437
C  -3.42377  -1.05716  -3.90275
C  -3.57823  -0.25867  -2.76757
C  -2.47667  0.42535  -2.25404
C  -0.12854  2.90320  -2.34133
C  0.65322  3.85437  -1.65009
C  0.44088  5.21690  -1.86566
C  -0.57916  5.64981  -2.71714
C  -1.34586  4.71129  -3.41579
C  -1.11214  3.34750  -3.24203
C  1.70944  0.69805  -2.99858
C  2.72404  -0.03649  -2.34998
C  3.93472  -0.28296  -2.99226
C  4.13196  0.16879  -4.29602
C  3.09868  0.82511  -4.98084
C  1.88872  1.10913  -4.33243
H  1.41679  3.50561  -0.95468
H  1.07622  5.95311  -1.36778
H  -0.76495  6.71705  -2.85672
H  -2.12575  5.04258  -4.10332
H  -1.70278  2.61885  -3.79994
H  -0.04446  -0.72578  -4.38125
H  -2.04972  -1.87581  -5.36345
H  -4.29803  -1.54912  -4.33553
H  -4.55216  -0.15962  -2.28523
H  -2.55930  1.02723  -1.34339
H  2.56044  -0.41403  -1.33269
H  4.72535  -0.82464  -2.46836
H  5.09503  0.00284  -4.77931
H  3.23439  1.12623  -6.02141
H  1.09275  1.65350  -4.85375
H  -0.09049  -3.90169  -4.11867
H  0.65363  -3.81431  -4.06416
C  -1.31352  -1.44283  5.97010
N  -1.38816  -1.56955  4.52314
N  -0.30561  -1.83909  3.77560
C  -0.64373  -1.78754  2.45833
O  0.28668  -1.83889  1.56252
C  -2.04523  -1.58375  2.41693
C  -2.44438  -1.36496  3.71522
C  -3.77496  -0.96176  4.19916
C  1.01147  -1.89149  4.31565
C  1.33966  -3.03647  5.04830
C  2.63405  -3.14272  5.54494
C  3.54829  -2.10862  5.30277
C  3.16972  -0.93257  4.65133
C  1.88414  -0.82728  4.12857
H  -2.25211  -0.98195  6.29995
H  -0.46564  -0.81441  6.29526
H  -1.20260  -2.42833  6.46196
H  -2.60498  -1.42236  1.51001
H  -4.33563  -1.81057  4.62409
H  -3.72152  -0.13852  4.92718
H  -4.33177  -0.58193  3.33654
H  0.55645  -3.78679  5.19002
H  2.89095  -4.03471  6.12401
H  4.57179  -2.19943  5.67959
H  3.85619  -0.09365  4.54343
H  1.50350  0.05274  3.60133

Atoms 1-3, force components in eV/Å:
In 0.6 0.5 2.3
Cl -0.2 -0.7 -0.7
P -0.3 0.2 -2.4

For the energy above the lowest of the compared OMol25 structures with the same formula, charge and spin, the calculation gives 35.44 kJ/mol. The net charge is +2. Its total energy is -2298.3523 Ha. Its gap between HOMO and LUMO is 6.034 eV.

Need the Löwdin charges? In units of e they are: 0.8223, 0.0528, 1.0246, -0.4256, -0.0693, -0.0450, -0.0378, -0.0501, -0.1254, -0.3217, -0.0712, -0.0457, -0.0319, -0.0419, -0.0683, -0.3660, -0.1020, -0.0501, -0.0315, -0.0312, -0.0680, 0.1097, 0.1233, 0.1258, 0.1234, 0.1119, 0.1061, 0.1222, 0.1253, 0.1227, 0.1117, 0.0715, 0.1248, 0.1257, 0.1249, 0.1255, 0.0142, 0.0191, 0.0467, -0.0277, 0.0566, -0.4251, -0.1286, 0.0506, -0.2364, 0.0072, -0.2144, -0.0065, -0.0437, -0.0494, -0.0480, -0.0099, 0.0984, 0.1174, 0.1131, 0.1187, 0.1149, 0.0999, 0.0973, 0.1297, 0.1224, 0.1205, 0.1180, 0.0736

***

Entry 2:
Here is a 2-piece molecular cluster, C2H3NO2 overall from OMol25. Energies are from ωB97M-V with the def2-TZVPD basis set.

Cartesian coordinates (Å):
C  -0.78951  -0.77876  -0.08272
C  1.98903  0.11129  0.24132
N  -0.15328  0.28940  -0.16424
O  2.13150  -0.96388  -0.14424
O  -0.86459  1.53745  -0.07662
H  -0.09495  -1.52717  -0.27616
H  -1.91848  -0.78003  0.09699
H  -0.29973  2.11170  0.40567

Atoms 1-3, force components in eV/Å:
C -3.0 1.9 0.2
C 1.3 -1.6 -0.4
N -0.4 2.9 0.0

For the energy above the lowest of the compared OMol25 structures with the same formula, charge and spin, the calculation gives 328.61 kJ/mol. The net charge is 0. Its total energy is -283.1328 Ha. Its gap between HOMO and LUMO is 10.931 eV.

Need the Löwdin charges? In units of e they are: 0.0010, -0.0253, -0.1535, -0.0188, -0.0354, 0.0437, 0.1266, 0.0619

***

Entry 3:
Here is C15H33GaNO2 as an isolated structure from OMol25. Energies are from ωB97M-V with the def2-TZVPD basis set.

Cartesian coordinates (Å):
C  5.78536  2.80646  1.14456
O  6.03276  2.16466  -0.15593
C  5.55001  0.74485  -0.15032
C  4.34180  0.68467  -1.26862
C  3.04288  -0.21287  -0.82692
C  3.37564  -1.76334  -0.41036
C  2.53016  -2.22566  0.95637
C  0.91536  -1.81133  0.84786
C  -0.07471  -2.86020  1.64240
C  -1.43955  -3.26241  0.76913
C  -2.09225  -1.94229  -0.00330
C  -3.64968  -2.14965  -0.46960
C  -4.18770  -1.09119  -1.59907
Ga  -3.31209  0.78015  -1.54375
O  -2.73010  1.20470  -3.34197
N  -4.69281  2.08331  -1.12113
C  -4.38470  2.82912  -0.01030
C  -3.73229  4.33488  -0.22941
C  -4.73780  2.17944  1.46168
H  6.00817  3.97877  1.11916
H  4.67919  2.70236  1.52205
H  6.46906  2.39106  2.02515
H  5.24682  0.37789  0.91876
H  6.47454  0.11347  -0.56172
H  4.74021  0.39847  -2.35711
H  3.95355  1.80699  -1.38252
H  2.30972  -0.22112  -1.76862
H  2.49508  0.35373  0.03824
H  3.03713  -2.54941  -1.24263
H  4.50690  -1.87607  -0.12509
H  3.05815  -1.77473  1.89841
H  2.53083  -3.41721  0.93675
H  0.67076  -1.68277  -0.28961
H  0.83281  -0.76490  1.39635
H  -0.44188  -2.32763  2.64269
H  0.50339  -3.84006  1.99543
H  -2.23394  -3.60244  1.59249
H  -1.26669  -4.18093  0.06184
H  -2.08075  -1.06751  0.80480
H  -1.42246  -1.72499  -0.93779
H  -3.71384  -3.23221  -0.96413
H  -4.40621  -2.18455  0.45038
H  -5.35136  -0.92888  -1.43701
H  -3.97841  -1.56980  -2.65790
H  -2.05560  0.87935  -0.56001
H  -1.72311  1.33014  -3.35166
H  -2.56689  4.32694  -0.39555
H  -4.20542  4.75036  -1.24136
H  -4.07949  4.99464  0.68424
H  -3.84849  2.35281  2.22759
H  -5.72271  2.67811  1.88268
H  -4.95937  1.01675  1.38435

Atoms 1-3, force components in eV/Å:
C 0.1 0.9 1.2
O -0.9 -0.7 2.5
C 0.5 0.0 -1.6

The net charge is -1. Its total energy is -2721.0723 Ha. Its gap between HOMO and LUMO is 5.963 eV.

Need the Löwdin charges? In units of e they are: -0.1550, -0.2776, -0.2058, -0.1844, -0.2241, -0.2169, -0.2186, -0.2173, -0.2220, -0.2232, -0.2698, -0.3161, -0.2970, 0.2409, -0.3944, -0.0650, -0.4634, -0.1128, -0.1218, 0.1029, 0.0964, 0.0965, 0.1235, 0.1310, 0.1217, 0.1243, 0.1248, 0.1107, 0.1193, 0.0963, 0.1029, 0.1029, 0.1040, 0.1131, 0.1083, 0.0996, 0.1060, 0.1014, 0.1017, 0.1003, 0.0937, 0.1037, 0.0509, 0.0525, -0.0422, -0.0219, 0.0736, 0.0811, 0.0559, 0.0684, 0.0644, 0.0764

***

Entry 4:
Here is a 2-piece molecular cluster, C11H11N5O3 overall from OMol25. Energies are from ωB97M-V with the def2-TZVPD basis set.

Cartesian coordinates (Å):
C  -0.03692  0.33363  -4.34401
O  -1.43295  0.55531  -4.01721
C  -1.66787  0.79124  -2.72879
N  -0.62142  0.62816  -1.89689
C  -0.76155  1.06529  -0.65379
C  -2.04702  1.34451  -0.21758
C  -3.12121  1.50816  -1.16480
N  -4.15337  2.23425  -0.61818
O  -3.72024  2.58510  0.65302
N  -2.38738  2.05946  0.90097
O  -1.82259  2.31655  1.95148
N  -2.91511  1.18907  -2.44065
H  -0.07975  -0.06474  -5.35466
H  0.50895  1.28262  -4.32667
H  0.43135  -0.36827  -3.64694
H  0.08592  1.31889  -0.00983
C  2.70299  -2.66682  3.11647
C  1.94260  -1.68413  2.26953
C  2.28340  -0.32876  2.31076
C  1.55810  0.56267  1.52949
N  0.54065  0.18073  0.73986
C  0.22019  -1.11889  0.67420
C  0.89775  -2.08104  1.43335
H  2.31302  -3.68432  2.97258
H  3.77674  -2.66491  2.86150
H  2.62595  -2.41176  4.18751
H  3.09535  0.04280  2.93372
H  1.78285  1.62433  1.51922
H  -0.58862  -1.42288  0.01346
H  0.59017  -3.12625  1.35286

Atoms 1-3, force components in eV/Å:
C -0.4 -0.2 -0.3
O 0.6 -0.1 0.3
C -2.0 -0.4 0.5

For the energy above the lowest of the compared OMol25 structures with the same formula, charge and spin, the calculation gives 175.24 kJ/mol. The net charge is 0. Its total energy is -925.0098 Ha. Its structure (SMILES) is COc1ncc2c(no[n+]2[O-])n1.Cc1ccncc1. Its gap between HOMO and LUMO is 7.556 eV.

Need the Löwdin charges? In units of e they are: -0.0542, -0.0303, -0.4109, 0.1535, -0.0914, -0.0864, -0.2869, 0.1180, 0.0085, -0.1527, 0.0659, 0.1865, 0.0874, 0.0928, 0.0790, 0.0618, -0.0470, -0.2610, -0.0114, -0.0717, -0.0156, -0.0749, -0.0043, 0.0798, 0.0918, 0.0925, 0.1201, 0.1246, 0.1199, 0.1167